Formula: C7H13N6O2
Source: OMol25
Level of theory: ωB97M-V/def2-TZVPD

CARTESIAN COORDINATES (ANGSTROEM)
O: 4.276 -0.749 -0.596
O: 4.000 1.320 -0.404
N: 1.841 2.291 0.390
N: -0.664 -1.230 0.835
N: -1.264 -2.298 0.441
N: 0.024 0.974 0.416
N: 3.606 0.210 -0.388
N: 2.392 -2.430 -0.048
C: 1.779 -1.326 0.205
C: -2.782 1.550 -0.478
C: 1.360 1.084 0.289
C: -0.905 -0.072 0.055
C: -3.395 0.220 -0.575
C: 2.224 -0.061 0.042
C: -2.319 0.445 0.419
H: 3.359 -2.384 -0.246
H: -0.968 -3.176 0.806
H: -0.662 1.579 0.839
H: -1.448 -2.420 -0.478
H: -2.540 0.549 1.525
H: -2.278 1.824 -1.289
H: 2.928 2.305 0.445
H: -4.436 0.230 -0.238
H: -3.191 -0.381 -1.514
H: -3.335 2.406 -0.022
H: -0.925 -0.262 -1.038
H: 1.282 3.141 0.302
H: 2.040 -3.340 0.304

Calculated values
- Charge: +1
- Structure (SMILES): [NH2+]=C=C(C(=[NH2+])N[C@@H](N=[NH2+])C1CC1)N([O-])[O-]
- Energy relative to the best compared isomer or geometry (same formula, charge and spin): 157.7 kcal/mol
- Kohn-Sham gap (alpha / beta): 8.88 / 7.09 eV
- E_LUMO (alpha / beta): -4.001 / -4.810 eV

Results of the natural (NBO) charge analysis, in e, for atoms 1 through 8: number 1, O, carries -0.389; number 2, O, carries -0.386; number 3, N, carries -0.731; number 4, N, carries -0.070; number 5, N, carries -0.459; number 6, N, carries -0.587; number 7, N, carries 0.571; number 8, N, carries -0.755



Formula: C45H61F9N10O9S3
Source: OMol25
Level of theory: ωB97M-V/def2-TZVPD

CARTESIAN COORDINATES (ANGSTROEM)
S: 5.174 -3.465 3.199
S: 4.503 3.877 -3.068
S: -0.423 -0.403 -1.139
F: 1.891 -0.031 -2.532
F: 1.457 -2.099 -1.993
F: 3.607 2.822 -5.411
F: 2.398 2.160 -3.818
F: 2.224 -0.688 -0.468
F: 3.479 -1.436 2.790
F: 5.512 -1.091 2.024
F: 4.493 1.402 -4.084
F: 4.153 -2.407 0.962
O: -0.803 -1.384 -0.087
O: 6.132 -3.004 4.191
O: 5.924 3.685 -3.341
O: 3.890 5.090 -3.568
O: -1.155 -0.630 -2.404
O: 5.832 -4.240 2.136
O: 3.999 -4.095 3.831
O: -0.468 1.036 -0.692
O: 4.107 3.438 -1.709
N: 1.433 -5.488 1.616
N: 2.263 -7.555 2.024
N: -4.047 -2.895 -2.323
N: -1.974 7.544 5.237
N: 9.432 -0.060 -2.056
N: 7.090 -0.101 -2.116
N: -5.606 -1.663 2.918
N: 0.408 4.024 -0.265
N: -5.808 -1.641 -2.997
N: -4.280 2.751 -2.283
C: -4.561 -2.123 -3.391
C: 1.898 -7.559 0.715
C: -2.919 6.749 4.597
C: -1.155 5.949 3.152
C: -6.405 -0.606 2.743
C: 1.440 -0.878 -1.555
C: -5.016 3.226 -1.272
C: -2.377 8.432 6.325
C: -4.102 3.586 -3.516
C: 0.855 -4.127 1.753
C: -1.319 5.264 0.757
C: -0.641 5.245 1.937
C: 8.228 -0.589 -1.478
C: -3.922 0.777 -1.070
C: 1.378 -6.295 0.451
C: -6.065 -2.759 3.827
C: -4.406 -1.750 2.328
C: -0.768 4.630 -0.354
C: -5.210 2.508 -0.128
C: -6.113 0.367 1.835
C: 5.745 -0.529 -1.960
C: -3.977 -0.794 1.431
C: -4.667 1.235 0.004
C: 10.749 -0.364 -1.654
C: -3.644 1.555 -2.214
C: -0.274 6.814 3.785
C: -6.682 -0.802 -3.818
C: -0.656 -4.187 1.639
C: -2.449 5.947 3.595
C: -2.735 -3.514 -2.398
C: -0.679 7.584 4.860
C: 0.638 4.626 1.980
C: -4.921 0.255 1.140
C: 2.173 -6.249 2.532
C: 1.158 4.043 0.854
C: 8.937 0.851 -2.992
C: 2.668 -8.641 2.807
C: 4.550 -1.966 2.152
C: -2.770 -5.020 -2.344
C: 7.566 0.791 -3.084
C: -6.125 -2.220 -1.813
C: -5.007 -2.925 -1.363
C: 3.642 2.465 -4.141
C: 0.965 3.486 -1.494
C: 5.144 -1.303 -3.228
H: 1.289 -3.470 0.999
H: 8.246 -1.434 -0.806
H: 3.696 -8.869 2.526
H: -3.076 -5.397 -3.320
H: -5.029 3.441 -4.071
H: 11.206 -0.754 -2.564
H: -3.128 5.368 2.988
H: -2.163 -3.146 -3.250
H: -4.048 4.643 -3.256
H: -6.484 -0.734 -4.888
H: -2.233 5.835 0.689
H: -3.489 -0.212 -1.080
H: -7.103 -2.015 -1.405
H: 5.615 -2.278 -3.350
H: 0.930 -5.927 -0.460
H: 2.775 -8.134 3.765
H: -3.267 3.343 -4.174
H: 1.445 4.321 -2.004
H: -4.101 -1.891 -4.341
H: 1.293 4.629 2.839
H: -3.937 6.634 4.939
H: 9.662 1.350 -3.617
H: -6.887 1.093 1.636
H: -6.313 0.146 -3.427
H: -5.791 -3.710 3.370
H: 5.642 -1.138 -1.062
H: 11.013 0.682 -1.493
H: -0.924 -4.655 0.691
H: 6.896 1.272 -3.781
H: 1.682 2.714 -1.213
H: 1.973 -8.450 0.109
H: -0.022 8.155 5.499
H: -3.535 -5.407 -1.670
H: -2.177 -3.118 -1.550
H: 5.279 0.372 -1.561
H: 1.144 -3.584 2.652
H: -5.646 -2.800 4.832
H: -4.907 -3.542 -0.483
H: -5.550 4.158 -1.379
H: -7.725 -0.982 -3.556
H: -2.984 1.351 -3.044
H: -3.928 -2.683 2.586
H: 10.757 -0.969 -0.747
H: -1.080 -4.809 2.428
H: -5.863 2.846 0.663
H: 4.092 -1.547 -3.082
H: -1.676 9.239 6.537
H: 5.328 -0.813 -4.185
H: -3.089 -1.096 0.895
H: -1.155 4.707 -1.359
H: 0.763 6.919 3.501
H: -3.408 8.777 6.247
H: -7.239 -0.636 3.429
H: -2.448 7.782 7.197
H: -1.133 -3.207 1.633
H: 0.120 3.054 -2.029
H: 2.086 -9.559 2.883
H: 2.436 -5.915 3.525
H: 2.141 3.597 0.826
H: -7.140 -2.634 3.950
H: -1.839 -5.548 -2.136

Calculated values
- Charge: +4
- Kohn-Sham gap: 2.40 eV
- E_LUMO: -11.098 eV

Results of the Mulliken charge analysis, in e, for atoms 1 through 8: number 1, S, carries 1.197; number 2, S, carries 1.060; number 3, S, carries 1.067; number 4, F, carries -0.132; number 5, F, carries -0.162; number 6, F, carries -0.251; number 7, F, carries -0.218; number 8, F, carries -0.200



Formula: C26H17BBr4F4N6O7Y
Source: OMol25
Level of theory: ωB97M-V/def2-TZVPD

CARTESIAN COORDINATES (ANGSTROEM)
Y: 0.454 0.063 0.079
Br: -2.133 4.144 -2.056
Br: 4.372 3.506 -1.191
Br: 3.348 6.042 -3.004
Br: 0.125 6.584 -3.327
F: 2.458 -1.333 -0.494
F: 2.473 -0.264 1.520
F: 4.284 0.055 -0.131
F: 4.137 -1.824 1.116
O: -2.863 -0.197 0.472
O: 1.896 1.680 -0.379
O: -0.486 1.928 -0.899
O: -3.840 -5.337 -2.375
O: 1.322 2.449 2.198
O: -3.615 -5.951 -0.223
O: 6.301 0.864 -0.804
N: 0.496 -0.658 -2.471
N: -0.658 -2.055 -0.511
N: -1.875 0.449 0.870
N: 0.213 1.751 1.794
N: 7.058 0.149 -0.272
N: 0.194 -1.362 1.959
C: -0.240 4.155 -1.890
C: -1.074 -2.832 0.499
C: 2.512 3.752 -1.408
C: -0.934 2.060 2.347
C: -3.449 1.540 2.355
C: -0.965 2.935 3.527
C: -0.775 -3.312 3.020
C: 0.185 2.931 -1.256
C: 2.101 4.870 -2.135
C: -2.101 1.378 1.776
C: -0.771 -1.641 -4.225
C: -2.473 -4.125 -0.979
C: 0.450 -1.825 4.325
C: 1.630 2.794 -1.005
C: -2.074 -3.267 -1.984
C: -0.555 -2.501 1.883
C: 1.079 -0.197 -4.696
C: 0.669 -1.072 3.184
C: -0.012 -0.927 -5.119
C: 1.256 -0.016 -3.342
C: -3.445 -5.242 -1.214
C: -2.013 -3.870 0.300
C: 0.721 5.005 -2.379
C: -1.108 -2.314 -1.771
C: -0.259 -2.999 4.244
C: -0.464 -1.549 -2.877
B: 3.365 -0.871 0.492
H: -1.410 -4.227 2.959
H: -2.256 -4.576 1.118
H: -1.454 3.916 3.361
H: -1.568 2.479 4.316
H: -2.455 -3.539 -2.986
H: -3.590 1.357 3.415
H: 0.073 3.160 3.855
H: 0.752 -1.451 5.366
H: -4.098 0.840 1.846
H: 1.831 0.312 -5.301
H: 2.004 2.049 1.669
H: -0.436 -3.611 5.080
H: 1.281 -0.159 3.265
H: -1.522 -2.279 -4.566
H: -0.188 -0.974 -6.229
H: -3.878 2.556 2.198
H: 2.005 0.603 -2.906

Calculated values
- Charge: -1
- Energy relative to the best compared isomer or geometry (same formula, charge and spin): 58.2 kcal/mol
- Kohn-Sham gap (alpha / beta): 6.51 / 4.44 eV
- E_LUMO (alpha / beta): 1.352 / -0.713 eV

Results of the natural (NBO) charge analysis, in e, for atoms 1 through 8: number 1, Y, carries 1.991; number 2, Br, carries 0.127; number 3, Br, carries 0.116; number 4, Br, carries 0.124; number 5, Br, carries 0.078; number 6, F, carries -0.536; number 7, F, carries -0.572; number 8, F, carries -0.560



Formula: C4H6OS
Source: OMol25
Level of theory: ωB97M-V/def2-TZVPD

CARTESIAN COORDINATES (ANGSTROEM)
S: -0.990 -0.533 -2.055
O: 0.925 1.353 0.920
C: -0.223 0.658 0.257
C: 0.181 0.383 1.617
C: 0.092 -0.114 -0.927
C: 0.904 -0.952 1.992
H: 0.127 -1.605 2.249
H: -0.530 0.553 2.485
H: -1.129 1.267 0.181
H: 1.150 -0.325 -1.104
H: 1.568 -0.681 2.854
H: 1.520 -1.354 1.225

Calculated values
- Structure (SMILES): C[C@H]1O[C@H]1C=S
- Energy relative to the best compared isomer or geometry (same formula, charge and spin): 56.4 kcal/mol
- Kohn-Sham gap: 8.48 eV
- E_LUMO: -0.593 eV

Results of the natural (NBO) charge analysis, in e, for atoms 1 through 8: number 1, S, carries 0.075; number 2, O, carries -0.466; number 3, C, carries -0.058; number 4, C, carries 0.101; number 5, C, carries -0.279; number 6, C, carries -0.630; number 7, H, carries 0.213; number 8, H, carries 0.187



Formula: C6H9PS
Source: OMol25
Level of theory: ωB97M-V/def2-TZVPD

CARTESIAN COORDINATES (ANGSTROEM)
S: -2.007 -1.187 -0.661
P: 0.648 0.033 -1.351
C: 2.204 0.461 -0.465
C: -0.090 2.136 -1.485
C: -2.331 -1.801 0.913
C: -1.246 -1.787 1.733
C: -0.143 -1.156 1.136
C: -0.379 -0.661 -0.098
H: 2.115 1.220 0.388
H: -1.116 2.472 -1.014
H: 0.710 2.752 -1.030
H: 2.637 -0.388 0.171
H: -3.279 -2.116 1.111
H: 3.011 0.893 -1.158
H: -1.292 -2.364 2.667
H: -0.107 2.207 -2.622
H: 0.667 -0.715 1.765

Calculated values
- Structure (SMILES): CP(C)c1cccs1
- Energy relative to the best compared isomer or geometry (same formula, charge and spin): 14.8 kcal/mol
- Kohn-Sham gap: 8.76 eV
- E_LUMO: 0.662 eV

Results of the natural (NBO) charge analysis, in e, for atoms 1 through 8: number 1, S, carries 0.409; number 2, P, carries 0.805; number 3, C, carries -0.990; number 4, C, carries -0.833; number 5, C, carries -0.378; number 6, C, carries -0.262; number 7, C, carries -0.266; number 8, C, carries -0.535



Formula: C3H8N2O2
Source: OMol25
Level of theory: ωB97M-V/def2-TZVPD

CARTESIAN COORDINATES (ANGSTROEM)
O: 0.005 -2.341 0.702
O: -1.710 -0.433 1.790
N: -0.563 -1.395 -1.296
N: -1.076 -0.248 0.702
C: 0.417 0.849 0.888
C: 1.130 1.311 -0.352
C: -0.486 -1.461 0.059
H: -0.263 -2.211 -1.807
H: 1.423 0.469 -0.980
H: 0.511 1.988 -0.942
H: -0.003 1.645 1.501
H: -1.213 0.589 0.069
H: 0.990 0.158 1.502
H: -1.205 -0.769 -1.753
H: 2.044 1.850 -0.082

Calculated values
- Energy relative to the best compared isomer or geometry (same formula, charge and spin): 105.0 kcal/mol
- Kohn-Sham gap: 8.68 eV
- E_LUMO: 0.450 eV

Results of the natural (NBO) charge analysis, in e, for atoms 1 through 8: number 1, O, carries -0.548; number 2, O, carries -0.575; number 3, N, carries -0.839; number 4, N, carries -0.109; number 5, C, carries -0.297; number 6, C, carries -0.671; number 7, C, carries 0.767; number 8, H, carries 0.414



Formula: C6H6
Source: OMol25
Level of theory: ωB97M-V/def2-TZVPD

CARTESIAN COORDINATES (ANGSTROEM)
C: -0.765 -0.730 -0.258
C: -0.720 0.622 -0.053
C: 1.075 -1.083 -0.003
C: -2.003 -0.023 0.109
C: 1.553 0.337 -0.113
C: 0.542 1.241 -0.062
H: 0.976 -1.508 0.967
H: 0.670 2.337 -0.189
H: 2.484 0.789 -0.200
H: 1.500 -1.846 -0.641
H: -2.772 -0.113 -0.593
H: -2.540 -0.023 1.036

Calculated values
- Structure (SMILES): C1=CC2=C(C1)C2
- Energy relative to the best compared isomer or geometry (same formula, charge and spin): 138.0 kcal/mol
- Kohn-Sham gap: 9.06 eV
- E_LUMO: 0.883 eV

Results of the natural (NBO) charge analysis, in e, for atoms 1 through 8: number 1, C, carries -0.009; number 2, C, carries -0.127; number 3, C, carries -0.349; number 4, C, carries -0.369; number 5, C, carries -0.227; number 6, C, carries -0.194; number 7, H, carries 0.236; number 8, H, carries 0.218